Molecular formula: C7H9N
Method: DFT, ωB97M-V/def2-TZVPD

Output
DFT total energy   -326.38261 hartree
HOMO level   -0.319 hartree
E_LUMO   -1.13 eV
HOMO-LUMO gap   7.54 eV
Relative energy (zero: lowest compared OMol25 entry of this formula, charge and spin)   1334.7 kJ/mol

ORCA input file:
```
! wB97M-V def2-TZVPD RIJCOSX def2/J DEFGRID3
* xyz 0 1
H -0.382 -0.293 2.327
H 1.305 1.348 3.892
C 1.052 -0.592 -0.670
C 0.019 0.452 1.525
C -1.855 -0.148 -0.693
H 0.638 -1.019 -2.841
H 2.263 0.153 1.780
C 0.279 -0.513 -1.850
H 2.376 -0.356 -0.777
H -1.710 -0.467 -2.843
C 0.300 -0.464 0.451
H -2.914 0.507 -0.909
C -1.232 -0.456 -1.875
H -0.198 -1.406 0.611
C -0.761 0.510 0.202
H -0.373 1.397 -0.366
N 1.192 1.347 2.036
*
```

Charges computed using natural (NBO), reported in e: number 1, H, carries 0.2215; number 2, H, carries 0.2699; number 3, C, carries -0.0812; number 4, C, carries -0.0668; number 5, C, carries -0.2074; number 6, H, carries 0.2179; number 7, H, carries 0.3128; number 8, C, carries -0.2887; number 9, H, carries 0.2154; number 10, H, carries 0.2236; number 11, C, carries -0.4111; number 12, H, carries 0.2119; number 13, C, carries -0.2044; number 14, H, carries 0.2324; number 15, C, carries -0.2137; number 16, H, carries 0.2305; number 17, N, carries -0.6627